Record 1
A structure of composition C66H152N10NiO24 in a non-equilibrium geometry, computed with wB97M-V/def2-TZVPD.

```
253
C66H152N10NiO24 wB97M-V/def2-TZVPD
Ni 7.73828 -12.20769 -1.45890
O 8.57522 -15.29970 -1.34442
O 3.83534 -11.34149 -0.04033
O -4.74929 -1.22729 5.74918
O 4.28737 -6.18326 9.14674
O 10.47639 -10.74045 -1.80973
O -6.76589 2.90721 9.84464
O 10.99326 -10.00186 3.20040
O 0.76293 -4.09487 -9.47810
O -8.59974 -8.52419 -6.21346
O -12.25932 -9.34443 -8.11028
O 6.63351 -4.42563 15.04098
O 9.39462 -7.08885 -8.80213
O 1.96454 -9.29007 -9.65548
O -0.38254 -9.35932 0.51463
O -7.30227 -7.74995 11.63053
O 3.07224 -21.13104 -3.27598
O 4.34421 -9.69624 -1.98134
O 0.06651 -17.27360 -3.49641
O -3.79389 -24.68788 -1.30088
O -4.53376 -18.37240 0.27365
O 11.03664 -3.23884 -9.64454
O 0.19429 -7.78044 -1.97050
O 5.31841 -17.06203 -5.26334
O -3.94876 -11.02664 9.07442
N 9.14546 -4.66880 -7.35179
N 2.66186 -18.27030 -2.17582
N -6.89615 -10.54877 9.95880
N 9.88348 -9.96204 0.83032
N -0.54221 -7.47365 -8.32911
N -10.43668 -6.99866 -7.73773
N 6.83250 -15.50899 -3.35719
N -3.59516 -21.04099 -0.52547
N -4.89246 0.15602 8.34786
N 3.77191 -5.29170 12.71452
C -6.93830 4.36939 9.94978
C -3.97899 -1.74419 4.70102
C 7.86887 -3.74594 14.98206
C 5.80737 -4.32792 13.88585
C 0.27737 -6.48516 -9.09958
C -5.69560 2.51945 8.99050
C 0.81973 -16.57988 -2.45898
C -8.03060 -7.68235 -7.27196
C 7.97617 -5.55027 -7.43129
C 1.47590 -17.63612 -1.52218
C -4.82519 -20.72003 0.21038
C -4.91045 -10.19066 8.47308
C 3.54559 -6.25278 7.89506
C 3.80261 -21.89155 -4.21683
C 3.09074 -19.44115 -1.45089
C 8.05937 -6.67484 -8.49373
C 7.99002 -16.40458 -3.34959
C 3.88000 -20.35675 -2.39874
C 1.02518 -8.47594 -1.35104
C -9.05855 -6.55891 -7.48031
C -5.02168 -25.40861 -1.65818
C 11.31045 -9.83947 -1.19454
C 2.95242 -10.49514 -0.26003
C -0.27382 -8.92518 -8.65450
C -5.82400 -9.64986 9.58145
C -8.29725 -8.69431 11.15348
C -3.67394 -22.28617 -1.32238
C -2.85203 -11.39705 8.26343
C -5.37649 -1.19997 8.09271
C -4.56546 -1.93161 7.01993
C 9.49832 -7.65372 -10.15146
C 1.19476 -9.43677 -8.50845
C -0.06635 -5.01098 -8.78233
C -10.62960 -7.72122 -8.97848
C 10.05260 -8.95316 3.13520
C 9.26114 -15.47604 -0.02957
C -7.63343 -10.14049 11.19922
C 2.20339 -8.59717 -1.99456
C 11.99499 -9.88525 4.24834
C 11.76956 -4.34035 -9.24588
C -1.11656 -16.60127 -3.97574
C 4.44559 -5.61759 11.49344
C 4.93432 -18.12617 -6.08048
C 0.71122 -9.41178 -0.17370
C -4.72636 -19.49999 1.15217
C 1.59644 -10.24035 -10.63348
C 3.23580 -9.51352 -1.48010
C 8.44663 -16.56700 -1.90766
C -12.86806 -10.53506 -8.59227
C 6.28264 -16.14917 -5.71127
C -5.93820 0.97738 8.85471
C 1.62098 -10.26741 0.35224
C -12.05268 -8.25442 -9.01659
C 0.50827 -2.70678 -9.25625
C 8.89327 -3.66141 -8.38291
C 4.63595 -5.28169 13.93063
C -4.32176 -17.08295 0.84545
C 10.13087 -2.75449 -8.59028
C -7.65487 -8.86981 -5.20414
C 9.15873 -9.17949 1.85340
C 3.53973 -5.72755 10.24155
C 11.12152 -11.13352 -2.99735
C -7.95944 -6.55841 11.95166
C -4.01078 -23.54402 -0.47761
C 6.34655 -14.99656 -4.65183
C 10.55370 -9.01667 -0.10786
H -3.91697 -19.55529 1.88015
H 9.86746 -8.29848 -0.55659
H -4.70503 -26.27230 -2.24287
H 7.28322 -16.57881 -5.75982
H 6.07760 -15.99413 -2.89365
H -8.11827 -9.53943 -4.47960
H 0.80115 -18.40330 -1.14239
H -4.32055 -2.72216 4.36188
H 1.48210 -11.26109 -10.26863
H -1.98517 -17.07382 -3.51716
H 4.75187 -19.90711 -2.87388
H 8.57687 -8.34457 1.46293
H 6.38671 -4.53062 12.98508
H 1.35576 -6.58959 -8.98026
H 1.54243 -10.81374 1.28055
H -8.50055 -10.78481 11.34429
H 1.24564 -2.16614 -9.84962
H -8.59624 -8.43964 10.13670
H 4.98720 -6.29450 14.12803
H -4.98489 -23.63692 0.00257
H 8.98308 -8.61425 -10.15327
H 9.50462 -8.93488 4.07727
H 2.75050 -6.46173 10.40344
H -5.47931 -10.68373 7.68481
H 8.50989 -4.08621 -9.31062
H 11.24070 -10.41198 -3.80561
H 1.18818 -10.45356 -8.11578
H -7.33792 -8.05873 -4.54856
H -10.57270 -7.71626 -7.04014
H 11.12995 -5.20978 -9.09393
H -6.77035 0.82011 8.16848
H 11.67967 -9.02916 -1.82318
H -0.40902 -7.32760 -7.33864
H 4.12698 -6.54792 7.02158
H -5.65041 -24.77765 -2.28643
H -3.51952 -1.81136 7.30216
H -1.13925 -16.81949 -5.04344
H -3.27311 -17.09037 1.14271
H -0.44575 -2.35471 -9.64865
H 4.94781 -6.56817 11.67305
H -8.56527 -6.21102 11.11476
H 5.33835 -14.67682 -4.38838
H 12.57624 -8.97222 4.11945
H -4.85005 -2.97249 6.86615
H 2.76823 -7.00926 8.00258
H -4.39155 -16.23769 0.16077
H 10.01383 -16.25743 -0.13445
H -8.71956 -5.76825 -8.14967
H 12.14983 -11.44687 -2.81716
H 4.49692 -22.62385 -3.80479
H 10.53779 -11.87042 -3.54903
H 10.50842 -7.90207 -10.47724
H 7.59942 -7.49591 -7.94381
H -5.11128 -21.57499 0.82300
H 12.53584 -4.59245 -9.97891
H 8.48916 -4.12386 14.16934
H -13.03440 -11.27057 -7.80521
H -6.30505 -8.73183 9.24393
H -5.73957 3.08027 8.05688
H 1.82783 -16.99104 -0.71713
H -12.67740 -7.40072 -8.75390
H 5.22370 -4.87367 11.32248
H 0.64291 -2.40204 -8.21841
H -7.01164 -7.35963 -7.05822
H 2.23468 -20.02946 -1.12051
H 0.12933 -6.62678 -10.17016
H -7.65842 4.48384 10.75997
H -7.45742 4.64093 9.03060
H 2.46549 -8.02771 -2.87400
H -1.08379 -15.51259 -3.93330
H 10.63808 -2.61124 -7.63617
H 7.95564 -6.02577 -6.45070
H -12.25889 -10.86973 -9.43191
H -5.64620 -25.67649 -0.80595
H 4.32324 -21.22794 -4.90722
H -4.19446 -1.01138 3.92342
H 5.51514 -3.28439 13.76863
H 7.74381 -17.10055 -1.26776
H 5.87734 -15.78626 -6.65580
H 3.69466 -19.16205 -0.58749
H -4.32915 -22.22921 -2.19161
H 2.31299 -10.29533 -11.45301
H 8.44823 -9.89861 2.26102
H 8.45721 -3.90105 15.88643
H -13.80386 -10.21571 -9.05094
H 9.87606 -1.74986 -8.92774
H 11.26447 -8.46112 0.50392
H -5.59111 -20.52168 -0.53937
H 4.00515 -5.12011 14.80474
H -4.76092 0.51585 7.41335
H -8.65031 -6.63443 12.79131
H 3.15449 -5.27570 7.61142
H -12.18013 -8.55259 -10.05724
H 3.24469 -4.43407 12.63329
H 10.57052 -10.32223 1.47711
H -2.31834 -12.26818 8.64343
H -6.02281 4.93332 10.12858
H -9.17033 -6.05595 -6.51977
H -4.99537 -16.75646 1.63776
H 4.49278 -18.85127 -5.39684
H 6.93672 -14.16730 -5.04187
H 12.63353 -10.76803 4.21536
H 12.23542 -10.24112 -0.78077
H 7.04704 -4.98377 -7.36901
H 9.99260 -5.16824 -7.58200
H 8.07197 -3.05492 -8.00113
H -5.38287 -1.71743 9.05204
H 3.04003 -4.81236 9.92398
H -1.12861 -4.82489 -8.94072
H -3.33348 -23.65216 0.36954
H 5.78812 -18.55059 -6.60868
H -0.67050 -9.02579 -9.66476
H -10.42238 -6.93310 -9.70239
H -9.23158 -8.78362 11.70770
H -5.60940 -19.39037 1.78172
H 10.55530 -7.99275 3.02107
H 7.78926 -2.65888 14.98952
H -6.38335 -11.38949 10.18313
H 1.74971 -8.80989 -7.81049
H 1.53104 -15.94569 -2.98809
H -6.40176 -1.20312 7.72273
H -9.91112 -8.53160 -9.10167
H -2.23813 -10.52774 8.02777
H 2.51370 -18.45406 -3.15785
H 7.82271 -17.37174 -3.82360
H -3.22776 -11.76057 7.30699
H 11.51979 -9.85540 5.22885
H -5.27512 -9.30549 10.45794
H -4.37406 -9.36286 8.00927
H 4.43094 -21.06333 -1.77800
H 0.17062 -15.90512 -1.90090
H -7.03958 -10.30605 12.09813
H -2.93063 -1.85472 4.97824
H 0.06165 -4.85611 -7.71101
H -6.74281 -9.31521 -5.60150
H -0.97453 -9.42876 -7.98854
H -6.21321 0.46982 9.77929
H 12.33096 -4.25465 -8.31552
H 9.22100 -6.93123 -10.91904
H -3.34838 -20.18206 -0.99605
H 8.83776 -15.96922 -3.87864
H 0.60595 -10.02387 -11.03369
H 8.46894 -15.73892 0.67143
H 4.23201 -17.73482 -6.81650
H 9.69735 -14.54068 0.32102
H 9.40258 -17.08895 -1.95075
H -7.27830 -5.73397 12.16249
H -4.67422 2.65404 9.34654
H 3.14501 -22.36080 -4.94858
H -7.72500 -8.30697 -8.11134
H 7.43859 -6.39065 -9.34342
H -2.71347 -22.34291 -1.83460
```

Multiplicity: 3
Relative energy (zero: lowest compared OMol25 entry of this formula, charge and spin) (eV): 0.446
Total charge: 0
Highest occupied orbital energy (spin up / spin down) (eV): -7.20 / -6.35
E_LUMO (spin up / spin down) (eV): -2.7 / -2.7

---

Record 2
An isolated molecule of C2H4N2S in a non-equilibrium geometry, computed with wB97M-V/def2-TZVPD.

```
9
C2H4N2S wB97M-V/def2-TZVPD
S 0.16354 1.91186 -0.39654
N -0.79159 -2.02526 0.74409
N 1.08867 -1.33252 -0.26362
C -0.62461 0.53728 0.07870
C -0.14565 -1.07512 0.26620
H 1.73326 -0.66281 -0.50175
H -1.62671 0.79766 0.32258
H 1.41154 -2.29958 -0.36417
H -1.59284 -1.69353 1.45526
```

Multiplicity: 1
SMILES: [H]/N=C(/N)C=S
Relative energy (zero: lowest compared OMol25 entry of this formula, charge and spin) (eV): 1.467
Total charge: 0
Highest occupied orbital energy (eV): -9.07
E_LUMO (eV): -1.0

---

Record 3
A structure of composition C3H7BrN3 in a non-equilibrium geometry, computed with wB97M-V/def2-TZVPD.

```
14
C3H7BrN3 wB97M-V/def2-TZVPD
Br 2.18191 1.88312 -0.14959
N -1.51494 0.91120 1.17436
N 0.73339 0.24216 0.83679
N -0.19850 -0.23313 -0.28729
C -0.28195 0.86282 1.76702
C -1.41205 0.37200 0.02597
C 0.22907 -0.98109 -1.41572
H 1.59213 -0.20075 1.13467
H -0.72176 -1.02050 -1.95123
H 0.60724 -1.95185 -1.21648
H 0.04890 1.87966 1.90994
H -0.45071 0.12987 2.57548
H -2.27731 0.22045 -0.63649
H 1.01367 -0.45080 -1.96626
```

Multiplicity: 1
Relative energy (zero: lowest compared OMol25 entry of this formula, charge and spin) (eV): 3.791
Total charge: +1
Highest occupied orbital energy (spin up / spin down) (eV): -14.38 / -14.58
E_LUMO (spin up / spin down) (eV): -7.3 / -6.9

---

Record 4
A cluster of 7 separate species, C10H36NO6 in total in a non-equilibrium geometry, computed with wB97M-V/def2-TZVPD.

```
53
C10H36NO6 wB97M-V/def2-TZVPD
O -0.63296 4.65425 1.41970
O -1.43044 -2.62734 3.58036
O 0.16273 -2.12685 -5.26841
O -0.77021 3.13313 -4.93646
O 5.04241 -0.64976 0.55009
O -5.29161 -1.06013 -3.36233
N -0.86424 -0.09145 -1.11569
C 5.24820 -1.86495 1.07686
C -5.83175 -0.25273 -4.40277
C -2.48276 -3.83120 5.21509
C 5.61053 -2.75486 -0.05354
C 1.01708 5.69901 -0.03549
C -2.67710 -4.44418 2.71736
C 6.48995 -1.67569 2.02702
C -1.85147 -3.92937 3.82177
C -1.34559 6.44615 -0.05517
C -0.27067 5.89341 0.81986
H 4.85131 -2.60246 -0.82065
H 7.45893 -1.92261 1.59317
H -0.34450 -0.60782 -1.81091
H -6.64189 0.39443 -4.06671
H -0.95243 -4.54417 3.77884
H 4.42227 -2.30386 1.63658
H 6.48083 -2.37048 2.86682
H -0.82648 0.85329 -1.47086
H -0.29837 4.55184 2.31366
H 5.66320 -3.82097 0.16725
H 6.55081 -2.54258 -0.56239
H -6.02517 -1.50476 -2.93130
H -3.64013 -3.94842 2.59530
H -0.06215 6.67165 1.55401
H -6.12885 -0.89932 -5.22845
H 0.94524 4.86694 -0.73591
H 0.73141 -1.56369 -5.79348
H -5.06081 0.41908 -4.78018
H -0.51237 -2.42251 -5.87919
H -1.16932 3.91539 -5.31728
H -1.75110 -3.57631 5.98178
H -2.17248 -4.41555 1.75163
H 5.87078 -0.16512 0.57292
H -1.02829 7.21640 -0.75811
H -0.85883 -2.28035 4.26917
H -2.91846 -5.49719 2.86227
H -1.82753 -0.39442 -1.13533
H 6.67590 -0.74630 2.56530
H 1.80250 5.31623 0.61619
H -0.32034 2.71234 -5.66912
H -0.60213 -0.22500 -0.14948
H -2.30317 6.56227 0.45240
H -3.19484 -3.01602 5.34363
H -2.90847 -4.79255 5.50267
H 1.49361 6.53189 -0.55255
H -1.52078 5.63328 -0.75993
```

Multiplicity: 1
Relative energy (zero: lowest compared OMol25 entry of this formula, charge and spin) (eV): 4.109
Total charge: +1
Highest occupied orbital energy (eV): -12.01
E_LUMO (eV): -3.7